[1]
Formula: H19O10
Source: the Open Molecules 2025 dataset
Level of theory: the ωB97M-V functional and the def2-TZVPD basis

Positions of all 29 atoms, in Å:
O -0.773 0.365 4.512
H -0.873 0.943 3.757
H -0.624 -1.531 1.899
O 0.770 0.605 -2.697
H 0.845 -0.113 -2.031
H -3.124 0.696 -2.218
O 1.352 -1.637 3.139
H -0.193 0.726 -2.675
H 1.852 -1.703 2.327
O -1.024 -1.023 -1.141
H 2.134 0.133 -0.638
H -0.270 -0.331 4.158
O 1.561 -0.646 -0.437
H 0.940 -2.031 -2.656
H -0.619 -0.854 -0.131
O 1.242 3.821 0.210
H 1.223 3.130 -0.516
H 1.056 3.220 1.000
O -0.933 2.057 0.870
H -0.187 1.799 1.315
H -1.300 1.312 0.379
O 0.785 -2.891 -3.031
H -0.080 -3.362 -2.783
H 0.960 -0.432 0.321
O -0.429 -0.880 1.269
H 0.486 -1.366 2.681
O -2.438 0.482 -2.798
H -1.279 -1.902 -1.279
H -1.897 -0.170 -2.269

Properties
orbital gap = 9.7 eV
relative energy (zero: lowest compared OMol25 entry of this formula, charge and spin) = 46.58 kcal/mol
total charge = -1
LUMO = 3.00 eV

Here are the Mulliken charges for atoms 1 to 5, given in e:
1. O -0.625
2. H 0.327
3. H 0.187
4. O -0.697
5. H 0.350

[2]
Formula: C10H15N2O3
Source: the Open Molecules 2025 dataset
Level of theory: the ωB97M-V functional and the def2-TZVPD basis

Positions of all 30 atoms, in Å:
C 2.191 -2.891 1.248
C 1.955 -1.777 0.464
C 1.158 -3.372 2.041
C -0.274 -1.763 1.315
C 0.695 -1.180 0.497
C -1.798 0.692 -1.257
C -1.166 1.825 -0.470
C 0.371 0.020 -0.344
C -0.609 -0.253 -1.548
C 0.721 2.002 1.140
N -0.041 -2.818 2.065
N -0.233 1.124 0.447
O 1.832 0.535 -0.926
O -1.074 -1.552 -1.565
O 0.060 0.081 -2.723
H 3.158 -3.370 1.240
H 2.732 -1.361 -0.158
H 1.289 -4.237 2.675
H -1.292 -1.391 1.357
H -2.542 0.143 -0.681
H -2.259 1.033 -2.181
H -0.575 2.466 -1.130
H -1.880 2.431 0.084
H 1.408 1.402 1.733
H 1.301 2.562 0.407
H 0.175 2.689 1.785
H -0.794 0.640 1.162
H 1.711 0.591 -1.882
H -0.391 -2.172 -1.853
H -0.473 -0.165 -3.491

Properties
SMILES = C[N@H+]1CCC(O)(O)[C@]1(O)c1cccnc1
orbital gap = 10.3 eV
relative energy (zero: lowest compared OMol25 entry of this formula, charge and spin) = 17.85 kcal/mol
total charge = +1
LUMO = -2.87 eV

Here are the Mulliken charges for atoms 1 to 5, given in e:
1. C -0.467
2. C -0.544
3. C -0.384
4. C -0.235
5. C -0.771

[3]
Formula: C6H13AuO3
Source: the Open Molecules 2025 dataset
Level of theory: the ωB97M-V functional and the def2-TZVPD basis

Positions of all 23 atoms, in Å:
C 2.833 1.519 0.254
O 1.720 0.771 -0.202
C 1.605 -0.580 0.297
C 0.398 -1.165 -0.395
O -0.356 -2.015 0.444
C -1.704 -1.950 0.026
C -2.204 -0.574 0.432
O -1.146 0.333 0.150
H 2.721 2.534 -0.142
H 2.840 1.547 1.353
H 3.759 1.059 -0.120
H 1.493 -0.547 1.392
H 2.519 -1.105 -0.016
H 0.764 -1.857 -1.176
H -2.263 -2.710 0.587
H -1.834 -2.084 -1.060
H -2.269 -0.484 1.526
H -3.138 -0.311 -0.078
Au 0.023 0.957 -1.145
C -1.591 2.119 0.300
H -1.275 2.193 1.349
H -1.282 3.115 -0.051
H -2.649 2.146 -0.003

Properties
<S²> = 2.015
orbital gap (alpha / beta) = 6.7 / 6.4 eV
relative energy (zero: lowest compared OMol25 entry of this formula, charge and spin) = 75.62 kcal/mol
total charge = +2
LUMO (alpha / beta) = -10.26 / -12.31 eV
spin multiplicity = 3

Here are the Mulliken charges for atoms 1 to 5, given in e:
1. C -0.567
2. O -0.240
3. C -0.396
4. C -0.076
5. O -0.334

[4]
Formula: C2H4N2O
Source: the Open Molecules 2025 dataset
Level of theory: the ωB97M-V functional and the def2-TZVPD basis

Positions of all 9 atoms, in Å:
C 1.405 -0.455 -0.033
C -1.314 -0.183 -0.061
H 2.553 -0.486 -0.238
H 1.154 -1.181 0.969
H -1.048 1.943 -0.180
H -0.736 -1.076 -0.244
N 0.903 0.628 -0.391
N -0.414 0.965 0.329
O -2.502 -0.155 -0.152

Properties
SMILES = C=NNC=O
orbital gap = 10.9 eV
relative energy (zero: lowest compared OMol25 entry of this formula, charge and spin) = 85.98 kcal/mol
total charge = 0
LUMO = 0.63 eV

Here are the Mulliken charges for atoms 1 to 5, given in e:
1. C -0.263
2. C 0.107
3. H 0.254
4. H 0.236
5. H 0.336